No. 1
Computed, not measured: a single C11H8Cl2N2 molecule, with ωB97M-V/def2-TZVPD.

The geometry in XYZ format:
```
23
Properties=species:S:1:pos:R:3:forces:R:3:lowdin_charge:R:1
Cl -0.77158 1.74730 -2.04381 -0.270 0.026 0.512 0.688
C -1.32427 1.76252 -0.37285 0.366 0.392 0.716 -0.562
C -1.97586 2.92448 0.08053 -0.091 -0.908 -0.184 -0.107
C -2.49010 2.97027 1.37391 0.127 -0.697 0.295 -0.071
C -2.32556 1.86451 2.23603 0.078 0.352 -0.153 -0.101
C -1.62176 0.74630 1.79239 -0.351 1.408 -0.859 -0.636
Cl -1.46896 -0.58721 2.83404 0.164 -0.636 0.611 0.748
C -1.05192 0.69070 0.50067 -0.737 -0.220 0.139 -0.263
C -0.28303 -0.50383 0.12874 1.823 0.040 -0.649 -0.096
C 0.94495 -0.35688 -0.43211 -1.550 -0.805 0.595 -0.036
C 1.74563 -1.48625 -0.89997 1.436 1.536 -0.006 -0.279
C 1.56376 -2.80730 -0.87641 -0.820 -3.076 -0.045 -0.042
C 2.72559 -3.43898 -1.50734 -2.529 0.881 0.979 -0.144
N 3.55240 -2.49881 -1.85175 0.945 1.171 -0.198 0.018
N 2.98124 -1.31624 -1.48206 -0.310 -0.981 -0.045 0.019
H -2.11987 3.70897 -0.64889 -0.076 0.177 0.209 0.098
H -3.05949 3.82995 1.72613 0.259 -0.145 -0.161 0.108
H -2.70818 1.87069 3.26875 0.120 0.058 -0.698 0.110
H -0.60968 -1.51157 0.39605 -0.295 0.450 -0.187 0.099
H 1.29918 0.65250 -0.52841 0.414 0.173 -0.359 0.098
H 0.66593 -3.28912 -0.46787 0.609 0.062 -0.363 0.105
H 2.82060 -4.50202 -1.74234 0.387 0.612 0.122 0.103
H 3.51098 -0.46997 -1.48343 0.302 0.131 -0.272 0.144
```
Positions in Å, forces in eV/Å.

Results
Kohn-Sham gap = 8.651 eV
Structure (SMILES) = Clc1cccc(Cl)c1/C=C/c1ccn[nH]1
LUMO level = 0.1 eV
Maximum force = 3.183 eV/A

No. 2
Computed, not measured: 2 unconnected molecules or ions with the total composition C3H6F2OS, with ωB97M-V/def2-TZVPD.

The geometry in XYZ format:
```
13
Properties=species:S:1:pos:R:3:forces:R:3:lowdin_charge:R:1
C -1.65198 -0.61386 0.00287 -0.033 -1.180 0.576 -0.459
C 0.01358 1.81229 1.38673 -2.333 -0.002 -0.296 0.034
C 1.03567 1.08469 1.74988 0.730 0.699 -0.066 -0.488
O -0.66424 -1.58995 -2.36718 2.663 0.733 0.158 -0.432
F 1.10582 0.60675 2.97592 0.374 -0.962 -0.110 0.116
F 2.14660 0.80741 1.04609 -0.584 0.349 0.702 0.091
S -0.28764 -0.55072 -0.92733 -2.984 -1.104 -0.622 0.932
H -1.82711 -1.61077 0.50192 0.178 1.323 -0.546 0.020
H -2.56135 -0.00711 -0.17168 1.160 -0.059 -0.047 0.014
H -0.95110 1.55544 1.94001 1.634 0.993 -0.437 0.104
H -0.09087 2.43258 0.48405 0.377 -0.817 0.403 0.081
H -1.57962 -1.82953 -2.40615 -1.038 0.020 0.634 -0.007
H 0.42379 -1.48072 -0.24879 -0.143 0.007 -0.349 -0.005
```
Positions in Å, forces in eV/Å.

Results
Kohn-Sham gap = 8.891 eV
LUMO level = 0.6 eV
Maximum force = 3.242 eV/A